(1)
This record from the OMol25 dataset describes a molecular structure, C4H4O2Pt at a distorted geometry. The level of theory is ωB97M-V/def2-TZVPD.

```
11
Properties=species:S:1:pos:R:3
O 2.9407 -1.6955 0.1675
C 3.5322 -0.8607 -0.5528
C 2.4098 -0.1716 -0.9721
H 4.5879 -0.8940 -0.8572
H 2.0124 0.6095 -0.3093
C 2.0000 1.0196 -3.5444
C 0.7127 1.2263 -3.4503
O -0.3841 1.4955 -3.1122
Pt -2.0067 2.1257 -2.9530
H 2.3894 -0.0019 -3.5745
H 2.3910 1.8965 -4.1326
```

Computed properties:
Charge: +1
2S+1: 4
Frontier orbital gap (spin up / spin down) in eV: 4.888 / 5.905
<S²>: 3.780

***

(2)
This record from the OMol25 dataset describes a molecular structure, C4H4O2Pt at a distorted geometry. The level of theory is ωB97M-V/def2-TZVPD.

```
11
Properties=species:S:1:pos:R:3
H 1.1432 1.2197 1.9720
O 2.0968 0.7783 1.9363
C 1.9349 -0.1860 1.0293
C 0.8686 -0.0988 0.2249
C 0.0960 -0.1114 -0.8524
C -1.3440 -0.0645 -0.6767
O -2.1256 -0.0653 -1.6282
Pt -3.7009 -0.1631 -1.8548
H 2.2616 -1.1776 1.3587
H 0.4945 -0.0545 -1.8696
H -1.7251 -0.0768 0.3605
```

Computed properties:
Charge: +1
2S+1: 4
Frontier orbital gap (spin up / spin down) in eV: 6.956 / 6.187
<S²>: 3.779

***

(3)
This record from the OMol25 dataset describes C4H4O2S in the gas phase at a distorted geometry. The level of theory is ωB97M-V/def2-TZVPD.

```
11
Properties=species:S:1:pos:R:3
O 0.9890 0.7459 2.4766
C 0.8850 0.3505 1.1635
C 1.8024 -0.1279 0.2984
C 1.0502 -0.5213 -0.8674
C -0.2435 -0.2301 -0.6249
S -1.8211 -0.2502 -1.4819
O -0.3446 0.2676 0.6471
H 0.0926 0.8194 2.8414
H 2.8678 -0.2428 0.4734
H 1.4013 -0.9231 -1.7615
H -1.3437 -0.5860 -2.6505
```

Computed properties:
Charge: 0
Frontier orbital gap in eV: 8.590

***

(4)
This record from the OMol25 dataset describes C4H4O2S in the gas phase. The level of theory is ωB97M-V/def2-TZVPD.

```
11
Properties=species:S:1:pos:R:3
C 1.2437 1.8063 -0.0048
C 0.4021 0.7727 -0.0053
S -1.3580 0.8084 0.0014
C -1.4181 -1.0271 0.0022
O -0.1040 -1.5396 -0.0019
C 0.9075 -0.6348 0.0004
O 2.0518 -0.9752 0.0003
H 0.9091 2.8418 -0.0150
H 2.2978 1.6144 0.0439
H -1.9424 -1.4054 -0.8915
H -1.9292 -1.3705 0.8969
```

Computed properties:
Charge: 0
Frontier orbital gap in eV: 9.363

***

(5)
This record from the OMol25 dataset describes a molecular structure, C4H4O2Tl at a distorted geometry. The level of theory is ωB97M-V/def2-TZVPD.

```
11
Properties=species:S:1:pos:R:3
O 2.0586 -0.5852 0.0810
C 0.7591 -0.7023 0.4330
H 0.5814 -1.4040 1.2789
C -0.3272 -0.6420 -0.6251
C -1.4704 -0.0005 0.1210
C -0.1409 0.5995 0.4058
O 0.3667 1.7822 0.0823
Tl 2.4508 1.4206 -0.5139
H -0.1503 -0.5266 -1.6961
H -1.9913 -0.5885 0.8971
H -2.1365 0.6468 -0.4641
```

Computed properties:
Charge: -1
Frontier orbital gap in eV: 6.016

***

(6)
This record from the OMol25 dataset describes a molecular structure, C4H4O2Tm at a distorted geometry. The level of theory is ωB97M-V/def2-TZVPD.

```
11
Properties=species:S:1:pos:R:3
C 1.6412 0.6630 -0.8723
O 1.5997 -0.1480 -1.7840
H 2.0700 0.0662 -2.6214
C 0.8914 0.6821 0.4260
C 0.0054 -0.4989 0.6510
C -1.2721 -0.5637 0.4053
O -2.4483 -0.6143 0.3580
Tm -4.8781 -0.4693 0.9993
H 1.6609 0.7776 1.2120
H 0.3639 1.6510 0.4413
H 0.3660 -1.5457 0.7848
```

Computed properties:
Charge: +4
2S+1: 4
Frontier orbital gap (spin up / spin down) in eV: 8.776 / 4.588
<S²>: 3.762

***

(7)
This record from the OMol25 dataset describes C4H4O3 in the gas phase at a distorted geometry. The level of theory is ωB97M-V/def2-TZVPD.

```
11
Properties=species:S:1:pos:R:3
C 0.3937 -0.1555 2.2024
C -0.3694 0.1175 1.0885
O -1.6678 0.1333 1.0547
C 0.4476 -0.1428 -0.2510
O 1.5863 -0.7168 -0.2815
C -0.4030 0.3196 -1.5706
O -0.0029 0.5589 -2.6547
H 1.3892 0.3250 2.2353
H 0.4710 -1.2426 2.0308
H -0.0056 0.0791 3.1424
H -1.5931 0.2018 -1.1718
```

Computed properties:
Charge: 0
Frontier orbital gap in eV: 7.848

***

(8)
This record from the OMol25 dataset describes C4H4O3 in the gas phase. The level of theory is ωB97M-V/def2-TZVPD.

```
11
Properties=species:S:1:pos:R:3
O -0.3956 -1.5908 1.9932
C -0.2184 -0.8152 1.0878
C -0.7966 -0.8962 -0.2622
C -0.7241 0.1617 -1.0732
O 0.0371 1.2373 -0.8071
C 1.0332 0.9375 0.1505
O 0.5028 0.3474 1.3077
H -1.4078 -1.7526 -0.4896
H -1.2690 0.2345 -2.0109
H 1.4873 1.8794 0.4262
H 1.7511 0.2571 -0.3224
```

Computed properties:
Charge: 0
Frontier orbital gap in eV: 10.711

***

(9)
This record from the OMol25 dataset describes C4H4O3 in the gas phase at a distorted geometry. The level of theory is ωB97M-V/def2-TZVPD.

```
11
Properties=species:S:1:pos:R:3
O -1.3551 -0.3617 1.4154
C -0.5376 0.1498 0.7129
O -0.3222 1.4757 0.5468
C 0.4999 1.3221 -0.6536
C 0.3654 -0.1821 -0.5252
C 1.3117 -1.2508 -0.2286
O 0.4280 -1.2037 -1.4260
H 1.4971 1.7502 -0.5039
H -0.0025 1.7497 -1.5287
H 1.0655 -2.0891 0.4288
H 2.3694 -1.0643 -0.4324
```

Computed properties:
Charge: 0
Frontier orbital gap in eV: 11.040

***

(10)
This record from the OMol25 dataset describes 3 unconnected molecules or ions with the total composition C4H4O3S at a distorted geometry. The level of theory is ωB97M-V/def2-TZVPD.

```
12
Properties=species:S:1:pos:R:3
O -2.1763 -1.1637 -1.7388
C -1.8118 -0.0788 -1.8754
O -1.5028 1.0258 -1.9207
O -1.7274 2.0551 0.8824
C -1.8946 0.9668 1.3116
S -2.0833 -0.5037 1.8302
C 1.9791 -0.9798 0.5472
C 1.8677 0.2150 -0.0122
H 2.8608 -1.6551 0.4524
H 1.1109 -1.3852 1.1960
H 2.5052 0.7854 -0.6987
H 0.8726 0.7181 0.0259
```

Computed properties:
Charge: 0
Frontier orbital gap in eV: 10.796

***

(11)
This record from the OMol25 dataset describes 2 unconnected molecules or ions with the total composition C4H4O4 at a distorted geometry. The level of theory is ωB97M-V/def2-TZVPD.

```
12
Properties=species:S:1:pos:R:3
O -2.3515 0.4595 -0.9007
C -1.4738 0.5371 -0.1645
C -0.4475 0.7360 0.5739
C 0.9532 0.6127 -0.0153
O 1.0561 1.5775 -1.0910
H -0.6055 1.1611 1.4662
H 1.1481 -0.3577 -0.3032
H 1.6588 0.9418 0.8325
H 0.5990 1.1554 -1.7379
O -0.4175 -2.3084 -0.6694
C -0.1934 -2.2760 0.4438
O 0.0740 -2.2389 1.5656
```

Computed properties:
Charge: 0
Frontier orbital gap in eV: 9.824

***

(12)
This record from the OMol25 dataset describes C4H4O4 in the gas phase at a distorted geometry. The level of theory is ωB97M-V/def2-TZVPD.

```
12
Properties=species:S:1:pos:R:3
O -3.5843 -0.0055 -0.2502
C -2.4337 -0.6018 0.0834
C -1.1210 0.1474 0.2493
O 0.1207 -0.5488 0.1806
C 1.0977 0.4944 -0.0238
O 0.8994 1.6729 -0.2032
C 2.5029 -0.0538 0.2204
O 2.7471 -1.2253 -0.2827
H -2.3476 -1.7880 0.1847
H -1.1318 0.7136 -0.5992
H -1.4262 1.0327 1.1986
H 3.1673 0.9787 0.4837
```

Computed properties:
Charge: 0
Frontier orbital gap in eV: 9.166

***

> The lowest charge belongs to which entry?

C4H4O2Tl

***

> Number 10 is which compound?

C4H4O3S